Molecular formula: C2H6F8KNO13S4
Method: DFT, ωB97M-V/def2-TZVPD

Output
**Energy above the lowest of the compared OMol25 structures with the same formula, charge and spin**: 319.8 kJ/mol
**Net charge**: -2
**HOMO-LUMO gap**: 0.2359 hartree
**Calculated total energy**: -111686.053 eV

```
35
C2H6F8KNO13S4 (ωB97M-V/def2-TZVPD)
K 1.178 -1.310 -1.258
S -4.083 -0.396 1.950
S -2.562 -2.087 2.250
S -0.359 2.325 -5.256
S 3.904 0.951 4.994
F 5.689 -0.735 3.801
F -1.493 -3.077 1.521
F -4.212 0.803 0.904
F -2.340 3.946 -6.039
F 4.086 -1.699 4.662
F 3.720 -0.627 2.703
F -3.052 1.922 -5.720
F -2.546 3.180 -3.997
O -0.274 1.024 -4.624
O -1.792 -1.627 3.383
O -5.358 -1.059 1.703
O -0.174 1.978 0.837
O 0.410 3.380 -4.579
O -2.905 -1.493 -2.851
O 4.908 1.934 4.852
O -3.845 0.378 3.175
O 3.653 0.490 6.350
O 2.674 1.442 4.329
O -3.603 -3.107 2.488
O 4.470 -3.428 -2.069
O -0.052 2.231 -6.681
N -2.647 -1.084 1.127
C -2.195 2.895 -5.251
C 4.374 -0.613 3.959
H 5.045 -4.025 -2.547
H -2.642 -1.339 -1.944
H 0.292 1.786 1.652
H 4.890 -3.323 -1.215
H -2.350 -0.906 -3.365
H -0.812 1.270 0.753
```



Molecular formula: C4H12N2O
Method: DFT, ωB97M-V/def2-TZVPD

Output
**Energy above the lowest of the compared OMol25 structures with the same formula, charge and spin**: 300.4 kJ/mol
**HOMO-LUMO gap**: 0.3516 hartree
**Calculated total energy**: -9368.080 eV

```
19
C4H12N2O (ωB97M-V/def2-TZVPD)
O 1.259 -1.597 0.296
N -0.671 -0.053 -0.644
N 0.947 0.755 0.891
C -1.616 -1.144 -0.441
C 1.077 -0.469 -0.153
C 1.280 0.462 2.278
C -0.818 0.606 -1.935
H -0.082 1.409 -2.028
H 2.308 0.752 2.506
H 1.176 -0.608 2.459
H -1.574 -1.861 -1.268
H 1.352 1.617 0.544
H -1.812 1.052 -2.032
H 0.603 0.998 2.948
H -0.664 -0.097 -2.761
H -1.354 -1.680 0.470
H 1.596 -0.079 -1.049
H -0.371 0.691 0.290
H -2.635 -0.755 -0.370
```



Molecular formula: CH4N3O2S
Method: DFT, ωB97M-V/def2-TZVPD

Output
**Energy above the lowest of the compared OMol25 structures with the same formula, charge and spin**: 21.9 kJ/mol
**Net charge**: +1
**HOMO-LUMO gap**: 0.3520 hartree
**Calculated total energy**: -20491.667 eV

```
11
CH4N3O2S (ωB97M-V/def2-TZVPD)
S -0.833 -0.205 1.148
O -1.756 1.468 -0.626
O -3.057 1.405 1.133
N 0.707 0.213 -1.128
N 1.397 -1.287 0.558
N -2.132 1.206 0.450
C 0.490 -0.459 0.004
H 1.669 0.230 -1.459
H 2.364 -1.165 0.247
H -0.102 0.537 -1.613
H 1.253 -1.943 1.287
```



Molecular formula: C2H5NO
Method: DFT, ωB97M-V/def2-TZVPD

Output
**Energy above the lowest of the compared OMol25 structures with the same formula, charge and spin**: 112.6 kJ/mol
**SMILES**: CC(N)=O
**HOMO-LUMO gap**: 0.3888 hartree
**Calculated total energy**: -5692.062 eV

```
9
C2H5NO (ωB97M-V/def2-TZVPD)
O -0.353 0.264 -1.906
N 1.048 -0.690 -0.347
C -0.758 0.665 0.725
C -0.079 0.022 -0.749
H -1.710 0.205 0.807
H -0.017 0.210 1.499
H -0.717 1.644 0.495
H 1.685 -1.061 -1.048
H 0.901 -1.257 0.524
```



calculated total energy of number 4 (C2H5NO)?
-5692.062 eV



Which formula does entry 4 have?
C2H5NO



HOMO-LUMO gap of number 3 (CH4N3O2S)?
0.3520 hartree



Please write out number 3 again, unchanged.
Molecular formula: CH4N3O2S
Method: DFT, ωB97M-V/def2-TZVPD

Output
**Energy above the lowest of the compared OMol25 structures with the same formula, charge and spin**: 21.9 kJ/mol
**Net charge**: +1
**HOMO-LUMO gap**: 0.3520 hartree
**Calculated total energy**: -20491.667 eV

```
11
CH4N3O2S (ωB97M-V/def2-TZVPD)
S -0.833 -0.205 1.148
O -1.756 1.468 -0.626
O -3.057 1.405 1.133
N 0.707 0.213 -1.128
N 1.397 -1.287 0.558
N -2.132 1.206 0.450
C 0.490 -0.459 0.004
H 1.669 0.230 -1.459
H 2.364 -1.165 0.247
H -0.102 0.537 -1.613
H 1.253 -1.943 1.287
```